No. 1
Computed, not measured: a structure of composition C13H14ClN2O2Ta in a non-equilibrium geometry, with wB97M-V/def2-TZVPD.

## Properties
Orbital gap (alpha / beta) (eV): 4.749 / 4.751
Max |F| (Eh/bohr): 0.039
ΔE to the lowest compared entry with this formula, charge and spin (kJ/mol): 56.5
2S+1: 1
Molecular weight (g mol⁻¹): 446.668
E_LUMO (alpha / beta) (eV): -10.0 / -10.0
Total charge: +2

Cartesian coordinates (Å):
Ta  1.92  0.76  -0.47
C  4.64  -2.20  0.91
C  3.29  -1.77  0.48
O  3.13  -0.52  0.04
C  2.18  -2.56  0.59
C  0.85  -2.11  0.42
C  -0.28  -3.02  0.72
N  0.58  -0.85  0.00
N  -0.75  -0.55  -0.13
C  -0.94  0.69  -0.47
O  0.18  1.45  -0.61
C  -2.26  1.22  -0.66
C  -2.48  2.61  -0.71
C  -3.76  3.09  -0.88
C  -4.82  2.21  -1.03
C  -4.61  0.83  -1.00
C  -3.35  0.34  -0.81
H  4.74  -1.99  1.98
H  5.42  -1.65  0.39
H  4.78  -3.27  0.78
H  2.32  -3.58  0.90
H  0.06  -3.95  1.16
H  -0.82  -3.24  -0.21
H  -1.00  -2.53  1.37
H  -1.65  3.29  -0.60
H  -3.93  4.16  -0.90
H  -5.82  2.60  -1.18
H  -5.44  0.15  -1.13
H  -3.16  -0.73  -0.78
Cl  3.06  2.79  -1.06
C  2.60  2.55  0.64
H  1.88  3.31  0.95
H  3.47  2.50  1.29

No. 2
Computed, not measured: the molecule C13H14ClN3O2S in a non-equilibrium geometry, with wB97M-V/def2-TZVPD.

## Properties
Orbital gap (eV): 8.115
Max |F| (Eh/bohr): 0.347
ΔE to the lowest compared entry with this formula, charge and spin (kJ/mol): 0.0
Structure (SMILES): Cc1c(Cl)cccc1NC(=O)CSCc1cc(=O)[nH][nH]1
2S+1: 1
Molecular weight (g mol⁻¹): 311.794
E_LUMO (eV): 0.2

Cartesian coordinates (Å):
C  1.43  -2.38  -0.60
C  0.03  -2.41  -0.27
C  -0.53  -3.44  0.48
C  -1.93  -3.26  0.75
C  -2.65  -2.13  0.25
C  -2.13  -0.96  -0.26
C  -0.90  -1.00  -0.60
N  0.03  -0.08  -1.37
C  -0.39  1.24  -1.48
O  -1.52  1.64  -0.98
C  0.59  2.13  -2.13
H  0.32  2.07  -3.34
H  1.46  1.70  -2.38
S  0.34  3.81  -1.77
C  1.41  3.87  -0.42
C  0.94  2.83  0.60
C  1.65  1.60  0.70
C  0.96  0.77  1.62
O  1.42  -0.50  2.10
N  -0.19  1.44  1.93
N  -0.06  2.67  1.20
H  -1.03  3.13  1.01
H  -0.85  1.11  2.55
H  2.71  1.55  0.56
H  2.67  3.87  -0.64
H  1.06  4.75  0.17
H  0.70  -0.34  -1.81
H  -2.48  -0.17  -0.35
H  -3.77  -1.88  0.80
H  -2.45  -4.03  1.35
Cl  0.37  -4.74  0.86
H  1.74  -2.15  -1.83
H  2.07  -1.65  -0.02
H  1.82  -3.33  -0.55

No. 3
Computed, not measured: the molecule C13H14F7NO7P2S in a non-equilibrium geometry, with wB97M-V/def2-TZVPD.

## Properties
Orbital gap (eV): 6.778
Max |F| (Eh/bohr): 0.043
Structure (SMILES): CCCC1=C([PH2]=N)C(=O)C(CP(=O)(O)O)=C(S(=O)(=O)C(F)(F)C(F)(F)C(F)(F)F)C1=O
2S+1: 1
Molecular weight (g mol⁻¹): 523.256
E_LUMO (eV): -2.7

Cartesian coordinates (Å):
C  3.74  -1.26  1.34
C  4.38  -1.27  -0.04
C  3.41  -1.05  -1.23
C  2.16  -0.33  -0.86
C  2.01  1.00  -0.87
P  3.34  2.15  -1.35
N  4.61  2.14  -0.43
C  0.71  1.59  -0.48
O  0.42  2.72  -0.82
C  -0.26  0.78  0.33
C  -1.28  1.58  1.08
P  -2.54  2.52  0.14
O  -3.67  2.74  1.03
O  -3.03  1.69  -1.14
O  -1.96  3.93  -0.32
C  -0.12  -0.55  0.31
S  -1.20  -1.64  1.22
O  -0.61  -2.94  1.21
O  -1.51  -1.15  2.53
C  -2.73  -1.81  0.16
F  -2.89  -3.11  -0.10
F  -2.49  -1.20  -1.01
C  -4.03  -1.33  0.82
F  -3.94  -0.07  1.23
F  -4.26  -2.11  1.89
C  -5.29  -1.45  -0.09
F  -5.13  -0.81  -1.24
F  -6.30  -0.87  0.58
F  -5.61  -2.72  -0.30
C  0.97  -1.17  -0.50
O  0.91  -2.31  -0.92
H  4.54  -1.21  2.07
H  3.22  -2.18  1.55
H  3.11  -0.39  1.53
H  5.22  -0.58  -0.07
H  4.82  -2.25  -0.17
H  3.92  -0.45  -1.97
H  3.21  -2.01  -1.69
H  2.72  3.40  -1.46
H  3.60  1.81  -2.70
H  4.46  1.48  0.32
H  -1.83  1.00  1.81
H  -0.75  2.35  1.63
H  -2.32  1.45  -1.76
H  -1.73  3.91  -1.26

No. 4
Computed, not measured: a structure of composition C13H14N2O3S2 in a non-equilibrium geometry, with wB97M-V/def2-TZVPD.

## Properties
Orbital gap (eV): 8.264
Max |F| (Eh/bohr): 0.355
ΔE to the lowest compared entry with this formula, charge and spin (kJ/mol): 1098.3
2S+1: 1
Molecular weight (g mol⁻¹): 310.400
E_LUMO (eV): 0.3

Cartesian coordinates (Å):
C  6.55  -1.01  -0.34
C  5.17  -1.34  -0.53
H  4.82  -1.07  -1.57
H  4.87  -2.40  -0.25
O  4.28  -0.71  0.23
C  3.86  0.61  0.03
O  4.13  1.04  -0.92
C  3.05  1.41  0.91
C  1.62  0.88  0.85
C  1.32  -0.44  1.32
S  -0.46  -0.41  1.03
C  -0.54  1.12  0.27
N  0.72  1.45  0.30
N  -1.52  1.74  -0.10
C  -2.87  1.28  -0.43
O  -3.70  2.05  -0.67
C  -3.21  -0.26  0.22
C  -4.73  -0.41  0.02
C  -5.19  -0.84  -1.19
C  -6.73  -0.94  -0.91
C  -7.20  -0.41  0.03
S  -5.99  0.28  1.25
H  -8.17  -0.18  0.51
H  -7.41  -1.37  -1.59
H  -4.75  -1.18  -2.20
H  -2.57  -0.81  -0.40
H  -2.99  -0.38  1.22
H  -1.30  2.76  -0.49
H  1.78  -1.21  1.88
H  3.09  2.42  0.90
H  3.51  1.29  1.97
H  6.82  -1.17  0.47
H  7.09  -1.64  -1.06
H  6.66  -0.12  -0.76

No. 5
Computed, not measured: a structure of composition C13H14N2O9V in a non-equilibrium geometry, with wB97M-V/def2-TZVPD.

## Properties
Orbital gap (alpha / beta) (eV): 7.291 / 7.688
Max |F| (Eh/bohr): 0.066
⟨S²⟩: 2.01
ΔE to the lowest compared entry with this formula, charge and spin (kJ/mol): 99.4
2S+1: 3
Molecular weight (g mol⁻¹): 393.204
E_LUMO (alpha / beta) (eV): -4.6 / -4.7
Total charge: +1

Cartesian coordinates (Å):
V  0.83  -0.32  -0.47
O  1.11  1.58  0.70
C  0.40  1.56  1.99
C  1.00  0.52  2.90
N  1.15  -0.77  2.22
C  0.10  -1.78  2.39
C  -0.01  -2.57  1.10
O  0.01  -3.75  0.98
O  -0.10  -1.70  0.01
C  2.53  -1.29  2.20
C  3.25  -0.59  1.06
O  4.27  0.04  1.17
O  2.54  -0.71  -0.08
H  2.04  1.79  0.85
H  -0.63  1.33  1.75
H  0.45  2.54  2.45
H  0.37  0.44  3.80
H  1.99  0.84  3.23
H  -0.85  -1.28  2.54
H  0.29  -2.48  3.20
H  2.52  -2.35  1.98
H  3.07  -1.11  3.13
O  1.24  2.12  -3.75
C  0.85  1.36  -2.78
O  1.59  0.92  -1.91
C  -0.61  1.03  -2.73
C  -1.49  1.40  -3.71
C  -2.82  1.02  -3.55
C  -3.17  0.32  -2.42
C  -2.21  0.03  -1.46
N  -0.93  0.36  -1.62
C  -2.63  -0.54  -0.12
O  -3.52  -1.55  -0.12
O  -2.18  -0.11  0.89
H  2.20  2.27  -3.68
H  -1.15  1.96  -4.57
H  -3.57  1.27  -4.30
H  -4.21  0.05  -2.24
H  -3.72  -1.87  -1.01

No. 6
Computed, not measured: the molecule C13H14O5S, with wB97M-V/def2-TZVPD.

## Properties
Orbital gap (eV): 8.783
Max |F| (Eh/bohr): 0.014
ΔE to the lowest compared entry with this formula, charge and spin (kJ/mol): 12.0
Structure (SMILES): O=C(O)CCSCC(=O)c1ccc2c(c1)OCCO2
2S+1: 1
Molecular weight (g mol⁻¹): 282.317
E_LUMO (eV): 0.3

Cartesian coordinates (Å):
O  6.00  1.51  0.65
C  5.97  0.44  0.10
O  7.07  -0.30  -0.10
H  7.85  0.15  0.26
C  4.74  -0.25  -0.43
C  3.54  0.69  -0.44
H  3.72  1.51  -1.13
H  3.35  1.09  0.55
S  2.02  -0.12  -1.05
C  1.61  -1.13  0.42
C  0.21  -1.71  0.28
O  0.06  -2.91  0.21
C  -0.92  -0.77  0.25
C  -2.18  -1.30  0.00
C  -3.31  -0.49  -0.06
C  -3.16  0.89  0.11
C  -1.91  1.42  0.39
C  -0.80  0.61  0.46
H  0.16  1.06  0.68
H  -1.83  2.49  0.54
O  -4.22  1.75  0.01
C  -5.37  1.16  -0.57
C  -5.61  -0.22  0.02
H  -6.50  -0.69  -0.41
O  -4.53  -1.07  -0.28
H  -5.73  -0.14  1.11
H  -6.20  1.84  -0.35
H  -5.23  1.08  -1.65
H  -2.29  -2.36  -0.15
H  1.68  -0.49  1.30
H  2.32  -1.96  0.49
H  4.95  -0.64  -1.43
H  4.55  -1.11  0.22

No. 7
Computed, not measured: a cluster of 2 separate species, C13H14OSi in total in a non-equilibrium geometry, with wB97M-V/def2-TZVPD.

## Properties
Orbital gap (alpha / beta) (eV): 7.135 / 6.007
Max |F| (Eh/bohr): 0.068
ΔE to the lowest compared entry with this formula, charge and spin (kJ/mol): 196.3
2S+1: 1
Molecular weight (g mol⁻¹): 214.340
E_LUMO (alpha / beta) (eV): 0.0 / -0.3

Cartesian coordinates (Å):
C  -4.07  -0.50  1.44
C  3.24  2.90  -0.80
C  -3.60  -1.82  1.28
C  -3.46  0.47  0.66
C  2.05  2.76  -0.06
C  3.93  1.69  -1.15
C  -2.57  -2.15  0.44
C  -2.52  0.13  -0.38
C  1.65  1.49  0.36
C  3.52  0.44  -0.75
C  -2.13  -1.25  -0.51
C  2.34  0.32  0.08
C  -1.03  -1.67  -1.35
O  2.67  -2.43  0.38
Si  1.65  -1.27  0.68
H  -4.91  -0.29  2.06
H  3.63  3.86  -1.23
H  -4.09  -2.54  2.04
H  -3.86  1.49  0.94
H  1.50  3.59  0.25
H  4.71  1.77  -1.83
H  -2.28  -3.16  0.35
H  -2.34  0.78  -1.22
H  0.81  1.32  0.99
H  4.10  -0.43  -1.24
H  -0.87  -2.73  -1.32
H  -0.68  -0.98  -2.08
H  2.75  -3.32  0.09
H  1.02  -1.12  1.94

No. 8
Computed, not measured: the molecule C13H14S in a non-equilibrium geometry, with wB97M-V/def2-TZVPD.

## Properties
Orbital gap (alpha / beta) (eV): 5.981 / 7.796
Max |F| (Eh/bohr): 0.070
ΔE to the lowest compared entry with this formula, charge and spin (kJ/mol): 648.1
2S+1: 1
Molecular weight (g mol⁻¹): 202.322
E_LUMO (alpha / beta) (eV): -0.7 / -0.1

Cartesian coordinates (Å):
C  1.74  -0.84  -2.91
C  3.01  -1.17  -3.23
C  2.87  1.10  -2.18
C  1.64  0.46  -2.24
C  -0.62  1.39  -1.35
C  0.48  0.97  -1.86
C  -0.33  -1.38  0.59
C  -0.67  -0.12  0.70
C  -0.95  1.25  0.22
C  -1.31  -1.21  1.65
C  0.00  2.20  0.91
C  -0.99  -0.89  3.11
C  -2.59  -1.99  1.44
S  4.08  0.14  -2.86
H  1.04  -1.66  -3.20
H  3.28  -2.08  -3.61
H  3.23  2.03  -1.69
H  -1.26  1.83  -2.04
H  -1.98  1.53  0.47
H  1.02  1.92  0.81
H  -0.16  2.28  2.05
H  -0.27  3.20  0.71
H  -0.32  0.02  3.10
H  -0.63  -1.88  3.51
H  -1.96  -0.65  3.50
H  -3.43  -1.29  1.71
H  -2.39  -2.78  2.24
H  -2.53  -2.40  0.43

No. 9
Computed, not measured: a structure of composition C13H15AuN2O5STe4, with wB97M-V/def2-TZVPD.

## Properties
Orbital gap (alpha / beta) (eV): 4.655 / 4.663
Max |F| (Eh/bohr): 0.008
ΔE to the lowest compared entry with this formula, charge and spin (kJ/mol): 22.1
2S+1: 1
Molecular weight (g mol⁻¹): 1018.706
E_LUMO (alpha / beta) (eV): -2.8 / -2.8

Cartesian coordinates (Å):
Au  0.13  -0.12  -0.61
O  -3.31  6.18  0.42
C  -1.92  6.06  0.61
C  -1.41  4.64  0.48
C  -0.09  4.39  0.13
C  0.32  3.07  0.03
N  -0.49  2.04  0.25
C  -1.76  2.27  0.57
C  -2.25  3.57  0.72
C  -2.65  1.09  0.76
C  -4.01  1.17  0.49
C  -4.80  0.05  0.64
C  -6.26  0.08  0.29
O  -7.06  -0.77  1.10
C  -4.19  -1.13  1.07
C  -2.83  -1.12  1.29
N  -2.06  -0.04  1.14
H  -3.53  5.91  -0.48
H  -1.72  6.43  1.61
H  -1.37  6.70  -0.09
H  0.60  5.19  -0.08
H  1.34  2.84  -0.26
H  -3.28  3.74  1.00
H  -4.44  2.09  0.11
H  -6.39  -0.27  -0.73
H  -6.63  1.12  0.32
H  -6.99  -0.48  2.01
H  -4.77  -2.03  1.20
H  -2.32  -2.03  1.60
Te  2.71  -0.24  0.19
Te  5.00  -2.18  -0.89
Te  3.33  -4.07  -0.66
Te  1.19  -2.35  0.40
C  -2.04  0.40  -4.43
S  -1.73  0.82  -2.74
O  -0.33  1.27  -2.68
O  -2.70  1.83  -2.37
O  -1.85  -0.44  -1.97
H  -1.69  1.22  -5.05
H  -3.10  0.25  -4.57
H  -1.49  -0.51  -4.67

No. 10
Computed, not measured: a cluster of 2 separate species, C13H15B in total in a non-equilibrium geometry, with wB97M-V/def2-TZVPD.

## Properties
Orbital gap (alpha / beta) (eV): 6.017 / 8.374
Max |F| (Eh/bohr): 0.095
⟨S²⟩: 2.06
ΔE to the lowest compared entry with this formula, charge and spin (kJ/mol): 53.3
2S+1: 3
Molecular weight (g mol⁻¹): 182.075
E_LUMO (alpha / beta) (eV): 0.3 / -0.2

Cartesian coordinates (Å):
B  -0.13  0.74  0.04
C  -2.80  1.26  3.29
C  -2.98  0.22  2.35
C  -1.74  2.21  3.11
C  -2.09  0.15  1.31
C  -0.87  2.06  2.12
C  -0.98  0.99  1.17
C  0.25  -1.12  -1.69
C  0.66  -1.49  -2.89
C  1.77  0.75  -1.60
C  0.71  0.17  -1.02
C  1.57  -0.58  -3.73
C  2.47  0.16  -2.88
C  0.88  -2.02  1.85
H  -3.48  1.33  4.08
H  -3.76  -0.53  2.48
H  -1.58  3.01  3.85
H  -2.19  -0.62  0.61
H  -0.25  2.88  1.81
H  -0.18  -1.82  -0.97
H  0.34  -2.47  -3.32
H  2.22  1.69  -1.14
H  2.31  -1.23  -4.29
H  0.90  0.04  -4.39
H  3.05  0.98  -3.49
H  3.31  -0.39  -2.43
H  1.85  -2.40  1.68
H  0.05  -2.31  1.28
H  0.68  -1.64  2.83

No. 11
Computed, not measured: a structure of composition C13H15BF4N2O2S3Se2V in a non-equilibrium geometry, with wB97M-V/def2-TZVPD.

## Properties
Orbital gap (alpha / beta) (eV): 6.897 / 7.475
Max |F| (Eh/bohr): 0.034
⟨S²⟩: 2.03
2S+1: 3
Molecular weight (g mol⁻¹): 623.144
E_LUMO (alpha / beta) (eV): 2.3 / 2.3
Total charge: -1

Cartesian coordinates (Å):
V  -0.02  0.21  -0.20
O  0.61  -0.09  -2.31
C  0.66  -1.36  -2.95
C  1.28  -2.39  -2.00
C  1.83  -3.51  -2.91
O  2.32  -4.57  -2.12
C  0.24  -3.01  -1.06
Se  -1.16  -1.79  -0.37
C  2.47  -1.79  -1.24
Se  2.05  -0.71  0.37
H  0.04  0.52  -2.83
H  1.27  -1.27  -3.85
H  -0.35  -1.69  -3.23
H  2.62  -3.09  -3.55
H  1.02  -3.86  -3.57
H  2.72  -5.23  -2.69
H  0.74  -3.44  -0.19
H  -0.30  -3.81  -1.58
H  3.05  -1.15  -1.91
H  3.10  -2.60  -0.89
S  0.61  -1.76  6.49
C  0.39  -0.60  5.34
S  -0.07  -0.99  3.69
C  0.00  0.73  3.27
N  0.35  1.47  4.26
N  0.56  0.75  5.41
C  1.00  1.53  6.52
C  1.70  2.70  6.24
C  2.14  3.51  7.27
C  1.89  3.17  8.60
C  1.18  2.01  8.87
C  0.74  1.19  7.85
S  -0.40  1.37  1.73
H  1.88  2.97  5.21
H  2.68  4.42  7.04
H  2.23  3.81  9.40
H  0.97  1.74  9.89
H  0.18  0.29  8.08
F  -2.02  1.19  -1.09
B  -1.35  2.24  -1.78
F  -0.02  2.26  -1.19
F  -1.17  1.84  -3.13
F  -1.98  3.44  -1.66

No. 12
Computed, not measured: the molecule C13H15BrF14INO2S2 in a non-equilibrium geometry, with wB97M-V/def2-TZVPD.

## Properties
Orbital gap (eV): 9.957
Max |F| (Eh/bohr): 0.046
Structure (SMILES): N[C@H](CC(=O)I)[C@](S)(CCCCC(F)(F)C(F)(F)S(F)(F)(F)(F)F)O[C@@H](Br)C(F)(F)C(F)(F)F
2S+1: 1
Molecular weight (g mol⁻¹): 754.182
E_LUMO (eV): 0.1

Cartesian coordinates (Å):
N  -0.43  3.69  1.58
C  0.19  3.12  0.37
C  0.54  4.25  -0.61
C  1.43  5.26  0.07
O  1.17  6.43  0.16
I  3.31  4.57  0.89
C  -0.78  2.07  -0.19
S  -2.34  2.89  -0.72
C  -1.26  1.11  0.91
C  -1.68  -0.26  0.39
C  -1.97  -1.19  1.57
C  -0.79  -2.04  2.00
C  -0.52  -3.22  1.04
F  0.29  -2.83  0.03
F  -1.67  -3.69  0.50
C  0.16  -4.39  1.81
F  1.15  -3.86  2.57
F  -0.76  -4.93  2.63
S  0.94  -5.73  0.74
F  2.05  -4.71  0.30
F  1.83  -6.20  1.97
F  -0.16  -6.79  1.16
F  0.05  -5.32  -0.49
F  1.63  -6.83  -0.15
O  -0.29  1.39  -1.34
C  1.06  1.17  -1.47
Br  1.91  0.12  -0.06
C  1.22  0.41  -2.79
F  0.62  -0.80  -2.69
F  2.51  0.23  -3.07
C  0.54  1.14  -3.97
F  1.05  0.66  -5.13
F  -0.79  0.95  -3.99
F  0.81  2.46  -3.91
H  -0.93  4.54  1.36
H  0.27  3.89  2.27
H  1.13  2.69  0.71
H  1.08  3.92  -1.50
H  -0.33  4.81  -0.93
H  -1.92  3.38  -1.90
H  -2.11  1.55  1.41
H  -0.47  1.00  1.65
H  -2.59  -0.11  -0.18
H  -0.93  -0.69  -0.25
H  -2.86  -1.78  1.42
H  -2.20  -0.55  2.42
H  0.11  -1.43  1.96
H  -0.92  -2.39  3.01
H  1.64  2.08  -1.55

Copy entry 6 word for word.
Computed, not measured: the molecule C13H14O5S, with wB97M-V/def2-TZVPD.

## Properties
Orbital gap (eV): 8.783
Max |F| (Eh/bohr): 0.014
ΔE to the lowest compared entry with this formula, charge and spin (kJ/mol): 12.0
Structure (SMILES): O=C(O)CCSCC(=O)c1ccc2c(c1)OCCO2
2S+1: 1
Molecular weight (g mol⁻¹): 282.317
E_LUMO (eV): 0.3

Cartesian coordinates (Å):
O  6.00  1.51  0.65
C  5.97  0.44  0.10
O  7.07  -0.30  -0.10
H  7.85  0.15  0.26
C  4.74  -0.25  -0.43
C  3.54  0.69  -0.44
H  3.72  1.51  -1.13
H  3.35  1.09  0.55
S  2.02  -0.12  -1.05
C  1.61  -1.13  0.42
C  0.21  -1.71  0.28
O  0.06  -2.91  0.21
C  -0.92  -0.77  0.25
C  -2.18  -1.30  0.00
C  -3.31  -0.49  -0.06
C  -3.16  0.89  0.11
C  -1.91  1.42  0.39
C  -0.80  0.61  0.46
H  0.16  1.06  0.68
H  -1.83  2.49  0.54
O  -4.22  1.75  0.01
C  -5.37  1.16  -0.57
C  -5.61  -0.22  0.02
H  -6.50  -0.69  -0.41
O  -4.53  -1.07  -0.28
H  -5.73  -0.14  1.11
H  -6.20  1.84  -0.35
H  -5.23  1.08  -1.65
H  -2.29  -2.36  -0.15
H  1.68  -0.49  1.30
H  2.32  -1.96  0.49
H  4.95  -0.64  -1.43
H  4.55  -1.11  0.22

> Which of these has the highest max |F|?

C13H14N2O3S2

> Which formula does entry 9 have?

C13H15AuN2O5STe4